This record from the Open Molecules 2025 dataset describes one molecule with the formula C7H8. The level of theory is ωB97M-V/def2-TZVPD.

Geometry (Å):
C -2.458 0.393 1.366
C -0.042 -1.504 -0.471
C 2.564 0.695 0.152
C 1.229 0.867 0.027
C 0.198 1.059 -0.990
C -1.474 0.186 0.700
C -0.301 -0.066 -0.102
H 2.840 0.054 1.003
H 0.170 -2.114 0.412
H -0.931 -1.921 -0.955
H 0.805 -1.575 -1.154
H 0.483 0.757 -1.997
H -0.407 1.965 -0.965
H -3.320 0.585 1.966
H 0.643 0.620 1.007

Calculated total energy = -271.2452 Eh
Energy relative to the best compared isomer or geometry (same formula, charge and spin) = 179.6 kcal/mol
Orbital gap (spin up / spin down) = 7.43 / 7.43 eV

=====

This record from the Open Molecules 2025 dataset describes a 2-piece molecular cluster, C7H8BrN2O overall in a non-equilibrium geometry. The level of theory is ωB97M-V/def2-TZVPD.

Geometry (Å):
Br -4.762 0.211 0.205
O -1.413 0.396 -0.812
N 3.043 0.083 0.803
N 1.867 -1.793 0.292
C -1.132 1.732 -0.262
C 1.896 -0.509 0.489
C -0.372 -1.803 -0.656
C 0.255 1.541 0.339
C 0.791 -2.415 -0.168
C 0.584 0.232 0.193
C -0.437 -0.425 -0.551
H 0.790 -3.517 -0.091
H -1.109 2.462 -1.118
H -1.142 -2.321 -1.056
H 3.852 -0.407 1.155
H 0.902 2.267 0.816
H -1.880 1.921 0.467
H -4.914 1.360 -0.610
H 3.181 0.986 0.564

Calculated total energy = -3030.0188 Eh
Energy relative to the best compared isomer or geometry (same formula, charge and spin) = 13.0 kcal/mol
Net charge = +1
Orbital gap = 7.65 eV

=====

This record from the Open Molecules 2025 dataset describes a 2-piece molecular cluster, C7H8BrP overall in a non-equilibrium geometry. The level of theory is ωB97M-V/def2-TZVPD.

Geometry (Å):
Br 0.110 -1.765 2.986
P -0.468 -2.031 0.892
C 1.684 1.183 -1.377
C 0.814 0.328 -2.066
C 0.480 -0.806 -0.019
C 0.274 -0.765 -1.402
C -2.986 -0.067 1.157
C 1.214 0.132 0.717
C 1.893 1.111 -0.011
H -2.267 0.672 0.925
H 0.491 0.523 -3.030
H -0.325 -1.505 -1.849
H -3.014 -0.433 2.187
H -3.777 -0.389 0.510
H 2.584 1.624 0.600
H 1.134 0.239 1.707
H 2.161 1.949 -1.927

Calculated total energy = -3186.7939 Eh
Energy relative to the best compared isomer or geometry (same formula, charge and spin) = 57.2 kcal/mol
Orbital gap (spin up / spin down) = 7.72 / 7.57 eV

=====

This record from the Open Molecules 2025 dataset describes C7H8Cl4F9NaO9S3 as an isolated structure in a non-equilibrium geometry. The level of theory is ωB97M-V/def2-TZVPD.

Geometry (Å):
Cl 13.384 -0.237 -15.250
Cl 14.459 0.149 -18.308
Cl 11.121 -3.328 -17.183
Cl 7.367 -5.341 -17.609
S 15.497 -2.132 -21.395
S 13.875 -6.091 -19.658
S 11.188 -1.818 -21.091
Na 13.585 -2.668 -18.152
F 9.023 -1.060 -19.798
F 17.443 -3.894 -21.094
F 13.229 -7.531 -17.539
F 17.712 -2.187 -19.789
F 12.739 -8.512 -19.382
F 11.510 -6.859 -18.688
F 8.921 -3.129 -20.558
F 18.113 -2.028 -21.907
F 8.627 -1.496 -21.885
O 14.843 -2.269 -20.094
O 15.157 -6.763 -19.646
O 11.378 -0.538 -21.750
O 15.116 -3.159 -22.324
O 13.322 -5.970 -20.977
O 11.510 -2.944 -21.916
O 13.729 -4.921 -18.803
O 11.719 -1.837 -19.729
O 15.491 -0.806 -21.960
C 9.131 -5.115 -17.391
C 17.272 -2.576 -20.998
C 15.291 0.806 -16.892
C 12.760 -7.317 -18.789
C 9.377 -3.625 -17.335
C 14.343 1.182 -15.791
C 9.340 -1.871 -20.815
H 9.529 -5.650 -16.532
H 9.615 -5.565 -18.253
H 15.844 1.686 -17.227
H 8.872 -3.194 -16.475
H 13.613 1.921 -16.109
H 9.037 -3.174 -18.261
H 14.851 1.530 -14.894
H 16.055 0.099 -16.575

Calculated total energy = -5045.3476 Eh
Energy relative to the best compared isomer or geometry (same formula, charge and spin) = 14.6 kcal/mol
Net charge = -2
Orbital gap = 6.71 eV

=====

This record from the Open Molecules 2025 dataset describes a 2-piece molecular cluster, C7H8ClN2O4 overall in a non-equilibrium geometry. The level of theory is ωB97M-V/def2-TZVPD.

Geometry (Å):
Cl 1.429 -3.392 0.304
O 0.730 -3.119 1.543
O 2.813 -3.713 0.590
O 1.372 -2.222 -0.549
O 0.803 -4.511 -0.369
N -2.280 -2.206 -0.272
N -3.049 2.211 -2.198
C 0.000 2.265 0.076
C 2.108 0.853 -0.576
C -1.108 1.199 -0.407
C -2.252 1.867 -1.346
C -2.142 -1.103 0.221
C 1.348 1.443 0.471
C -1.764 0.343 0.829
H -0.315 2.896 0.984
H 2.996 0.183 -0.307
H 0.237 3.019 -0.772
H -1.003 0.295 1.683
H -2.696 0.894 1.211
H 1.742 1.034 -1.661
H -0.550 0.406 -1.051
H 1.582 1.354 1.596

Calculated total energy = -1141.8878 Eh
Net charge = -1
Orbital gap = 8.49 eV

=====

This record from the Open Molecules 2025 dataset describes one molecule with the formula C7H8ClN3 in a non-equilibrium geometry. The level of theory is ωB97M-V/def2-TZVPD.

Geometry (Å):
Cl -1.421 2.761 0.161
N 2.301 -0.303 1.253
N 3.301 0.821 -0.594
N 1.035 0.960 -0.315
C -1.443 0.990 0.012
C -0.249 0.295 -0.115
C -2.721 -1.031 -0.010
C 2.218 0.344 0.176
C -1.533 -1.769 -0.127
C -0.265 -1.165 -0.235
C -2.674 0.314 0.085
H -1.549 -2.762 -0.314
H 0.975 1.799 0.150
H -3.834 -1.571 0.254
H 0.674 -1.439 -0.476
H 3.019 1.079 -1.333
H 4.122 0.438 -0.263
H -3.411 0.875 0.080
H 1.457 -0.637 1.610

Calculated total energy = -895.8953 Eh
Energy relative to the best compared isomer or geometry (same formula, charge and spin) = 36.6 kcal/mol
SMILES = [H]/N=C(/N)Nc1ccccc1Cl
Orbital gap = 9.55 eV

=====

This record from the Open Molecules 2025 dataset describes one molecule with the formula C7H8ClNO3 in a non-equilibrium geometry. The level of theory is ωB97M-V/def2-TZVPD.

Geometry (Å):
Cl 0.652 -2.033 2.431
O -3.386 0.841 0.196
O -2.676 0.459 -1.806
O 0.128 -1.030 0.029
N -2.488 0.687 -0.657
C 0.702 -0.745 1.169
C 1.432 0.384 1.332
C 1.148 1.670 -0.732
C 1.817 1.369 0.428
C -0.153 -2.407 -0.292
C -0.178 1.376 -1.004
C -1.162 0.854 -0.175
H -1.364 0.961 0.879
H -0.473 1.171 -2.091
H 1.775 2.253 -1.459
H 0.770 -2.835 -0.224
H -0.821 -2.845 0.532
H -0.400 -2.441 -1.359
H 1.986 0.401 2.189
H 2.694 1.911 0.613

Calculated total energy = -1011.9730 Eh
Energy relative to the best compared isomer or geometry (same formula, charge and spin) = 24.6 kcal/mol
SMILES = CO\C(Cl)=C/C=C\C=C\[N+](=O)[O-]
Orbital gap (spin up / spin down) = 7.53 / 7.53 eV

=====

This record from the Open Molecules 2025 dataset describes one molecule with the formula C7H8ClPS in a non-equilibrium geometry. The level of theory is ωB97M-V/def2-TZVPD.

Geometry (Å):
Cl -2.426 -2.740 0.585
S -2.565 0.453 0.848
P -2.065 -1.118 -0.503
C 0.137 -0.791 -0.323
C 0.810 -1.724 0.425
C 0.688 0.417 -0.695
C 2.200 -1.487 0.689
C 2.765 -0.281 0.282
C 1.972 0.692 -0.300
C -2.778 1.907 -0.328
H 0.092 1.193 -1.172
H 3.011 -2.150 1.056
H 3.769 -0.051 0.729
H -1.802 2.471 -0.078
H 0.267 -2.547 0.811
H 2.330 1.701 -0.493
H -3.615 2.488 -0.048
H -2.790 1.566 -1.488

Calculated total energy = -1471.2324 Eh
Energy relative to the best compared isomer or geometry (same formula, charge and spin) = 12.8 kcal/mol
SMILES = CSP(Cl)c1ccccc1
Orbital gap = 9.03 eV

=====

This record from the Open Molecules 2025 dataset describes C7H8DyO5 as an isolated structure in a non-equilibrium geometry. The level of theory is ωB97M-V/def2-TZVPD.

Geometry (Å):
Dy -0.203 0.108 -0.156
O 3.372 0.658 0.603
O 0.320 -1.863 2.834
O 1.052 -2.928 -1.887
O 0.278 1.974 -1.351
O -0.830 2.819 2.261
C -2.322 -0.879 0.193
C 0.530 1.567 -2.702
C -2.456 -0.122 -0.962
C 2.270 0.384 0.429
C -0.658 1.895 1.595
C 0.660 -1.961 -1.391
C 0.221 -1.225 1.881
H -2.217 -1.969 0.151
H -2.689 -0.519 1.161
H 0.829 2.750 -1.084
H -2.878 0.892 -0.943
H -2.441 -0.574 -1.962
H 1.502 1.050 -2.746
H 0.552 2.467 -3.327
H -0.300 0.908 -2.994

Calculated total energy = -1531.5351 Eh
Net charge = +3
2S+1 = 6
Orbital gap (spin up / spin down) = 9.53 / 9.67 eV
Expectation value of S² = 9.3208

=====

This record from the Open Molecules 2025 dataset describes one molecule with the formula C7H8F10O5S2 in a non-equilibrium geometry. The level of theory is ωB97M-V/def2-TZVPD.

Geometry (Å):
S 3.786 -0.235 -1.416
S -2.496 3.004 2.665
F -1.493 2.504 3.982
F 2.231 1.972 -1.050
F 4.416 -0.216 -3.048
F 5.208 -1.089 -0.973
F 2.647 1.389 -3.330
F -0.082 1.207 -2.356
F 0.717 -0.837 -3.254
F 3.343 -0.229 0.237
F 4.667 1.236 -1.106
F 3.055 -1.739 -1.752
O -4.028 3.019 3.049
O -2.102 4.470 2.276
O -2.400 1.915 1.315
O -1.272 -0.196 2.112
O -3.768 0.064 2.054
C 2.353 0.793 -1.977
C -1.227 -1.038 -0.845
C 0.894 0.085 -2.069
C 0.335 -0.577 -0.658
C -2.529 0.529 1.873
C -1.396 -1.638 1.852
C -1.801 -2.041 0.316
H -2.285 -2.027 2.547
H -1.277 -1.651 -1.868
H 0.352 0.318 0.133
H -1.472 -3.160 0.111
H -0.449 -2.275 2.162
H -1.980 -0.138 -0.992
H 1.042 -1.402 -0.208
H -2.990 -2.015 0.218

Calculated total energy = -2442.3453 Eh
Energy relative to the best compared isomer or geometry (same formula, charge and spin) = 129.3 kcal/mol
SMILES = O=C(OCCCCC(F)(F)C(F)(F)S(F)(F)(F)(F)F)OS(=O)(=O)F
Orbital gap = 9.26 eV

=====

This record from the Open Molecules 2025 dataset describes a 2-piece molecular cluster, C7H8F3N3O overall in a non-equilibrium geometry. The level of theory is ωB97M-V/def2-TZVPD.

Geometry (Å):
F -3.833 0.986 -0.233
F -1.898 0.236 -1.691
F -1.859 -1.504 -0.320
O -0.144 1.872 1.423
N 0.741 2.529 -0.552
N 0.800 -0.614 1.249
N 1.887 -1.659 -1.033
C 1.094 0.212 0.331
C -1.708 -0.163 -0.351
C 2.060 -0.297 -0.733
C -2.792 0.557 0.547
C 1.281 -2.448 -0.199
C 0.504 1.650 0.449
C 1.001 -1.938 1.109
H 0.830 -2.695 2.004
H -2.442 1.411 1.166
H 0.915 2.287 -1.465
H 3.121 -0.262 -0.297
H -3.195 -0.314 1.204
H 0.287 3.500 -0.410
H 2.131 0.193 -1.740
H 1.220 -3.541 -0.458

Calculated total energy = -810.4836 Eh
Energy relative to the best compared isomer or geometry (same formula, charge and spin) = 71.4 kcal/mol
Orbital gap (spin up / spin down) = 7.48 / 8.18 eV

=====

This record from the Open Molecules 2025 dataset describes one molecule with the formula C7H8FI3O5S in a non-equilibrium geometry. The level of theory is ωB97M-V/def2-TZVPD.

Geometry (Å):
I -0.416 3.359 -0.673
I -0.744 -3.360 0.493
I -1.920 0.116 2.083
S 3.398 0.517 0.686
F 3.880 -0.636 1.830
O 1.134 -1.789 2.164
O -0.364 -0.612 -1.697
O 4.534 1.064 -0.116
O 0.813 0.445 0.065
O 2.799 1.640 1.502
C -0.262 0.297 -0.840
C -2.551 1.180 0.294
C 2.063 -1.787 -0.181
C 2.018 -0.170 -0.418
C -1.409 1.405 -0.808
C 1.033 -2.153 0.983
C -3.846 0.420 -0.299
H -2.877 2.230 0.639
H -4.139 -0.381 0.458
H 1.648 -2.228 -1.161
H -1.931 1.349 -1.832
H -3.552 -0.023 -1.311
H 2.282 0.126 -1.483
H -4.715 1.158 -0.363
H 3.124 -2.169 -0.014

Calculated total energy = -2038.7494 Eh
Energy relative to the best compared isomer or geometry (same formula, charge and spin) = 59.8 kcal/mol
SMILES = C[C@@H](I)[C@@H](I)C(=O)O[C@H](CC(=O)I)S(=O)(=O)F
Orbital gap = 8.78 eV